Formula: C2H8N2OP
Source: OMol25
Level of theory: ωB97M-V with the def2-TZVPD basis set

CARTESIAN COORDINATES (ANGSTROEM)
C1 -1.185 1.100 0.040
C2 -1.171 -1.158 -0.272
N1 2.353 -0.227 0.794
N2 -0.322 0.051 -0.281
O1 3.327 -0.086 -0.152
P1 1.409 0.410 -0.472
H1 -0.721 1.906 0.421
H2 -1.799 1.410 -0.823
H3 -2.027 0.843 0.645
H4 -0.482 -1.968 -0.380
H5 -1.547 -1.337 0.702
H6 -1.964 -1.131 -0.994
H7 2.494 0.891 1.924
H8 1.634 -0.705 -1.152

Atoms 1-3, force components in eV/Å:
-2.4 -0.7 -2.1
3.0 0.5 0.0
1.3 1.2 3.2

## Properties
**HOMO-LUMO gap (spin up / spin down)**: 6.67 / 6.67 eV
**Total charge**: -1
**Calculated total energy**: -16515.407 eV
**Energy above the lowest of the compared OMol25 structures with the same formula, charge and spin**: 192.3 kJ/mol
**E_LUMO (spin up / spin down)**: 3.93 / 3.93 eV

Atomic partial charges in e from the Löwdin method, atoms 1 to 4: number 1, C, carries -0.273; number 2, C, carries -0.157; number 3, N, carries -0.490; number 4, N, carries -0.474